1.
The following is a DFT calculation (ωB97M-V/def2-TZVPD) of a molecular structure, C34H32N4O10Y at a distorted geometry.

Output
Energy relative to the best compared isomer or geometry (same formula, charge and spin) = 1.636 eV
E = -2324.794723 Ha
Total charge = -1

Cartesian coordinates (Å):
Y  -2.501  -0.031  -0.116
O  -1.000  -1.790  -0.006
C  -1.399  -3.151  0.225
C  -2.759  -3.205  0.859
N  -3.630  -2.242  0.220
C  -4.776  -1.946  1.058
C  -5.328  -0.480  0.921
O  -6.545  -0.259  1.007
O  -4.419  0.406  0.712
C  -4.063  -2.676  -1.138
C  -3.147  -2.098  -2.219
O  -2.773  -2.875  -3.124
O  -2.941  -0.849  -2.141
H  -0.350  -1.724  -0.729
H  -0.645  -3.562  0.908
H  -1.273  -3.686  -0.698
H  -2.595  -2.975  1.942
H  -3.125  -4.238  0.867
H  -4.431  -2.079  2.081
H  -5.556  -2.744  0.978
H  -5.071  -2.237  -1.293
H  -4.000  -3.790  -1.222
O  -0.553  -3.824  -3.976
C  0.158  -3.037  -4.738
C  0.595  -3.552  -5.977
C  1.392  -2.815  -6.859
C  1.815  -1.505  -6.482
C  1.372  -0.965  -5.277
C  0.605  -1.695  -4.390
C  0.352  -1.178  -3.016
O  0.361  -1.967  -2.025
N  0.176  0.157  -3.024
N  -0.122  0.778  -1.909
C  0.151  2.099  -2.016
C  -0.262  3.169  -1.175
C  0.348  4.438  -1.477
C  0.210  5.490  -0.613
C  -0.723  5.440  0.449
C  -1.466  4.291  0.615
C  -1.293  3.117  -0.172
O  -2.087  2.102  -0.082
H  -1.381  -3.351  -3.606
H  0.356  -4.556  -6.272
H  1.717  -3.208  -7.813
H  2.536  -0.946  -7.057
H  1.600  0.050  -4.974
H  0.742  2.348  -2.891
H  0.970  4.550  -2.357
H  0.825  6.391  -0.747
H  -0.802  6.292  1.105
H  -2.234  4.145  1.403
C  6.022  -1.765  1.999
O  4.718  -1.139  2.240
C  4.547  0.207  2.106
C  5.467  1.123  1.601
C  5.181  2.485  1.622
C  4.014  2.968  2.221
C  3.093  2.047  2.704
C  3.291  0.668  2.635
N  2.281  -0.280  2.883
C  0.916  -0.146  2.737
C  -0.001  0.669  3.439
C  0.293  1.399  4.578
C  -0.630  2.277  5.101
C  -1.956  2.261  4.600
C  -2.347  1.493  3.516
C  -1.355  0.641  2.934
O  -1.686  -0.183  1.998
H  6.080  -2.077  0.970
H  6.053  -2.626  2.682
H  6.804  -1.035  2.202
H  6.390  0.788  1.114
H  5.918  3.188  1.181
H  3.761  4.020  2.229
H  2.077  2.428  2.980
H  2.638  -1.244  2.847
H  0.447  -0.841  2.030
H  1.319  1.307  5.027
H  -0.309  2.956  5.885
H  -2.727  2.853  5.121
H  -3.329  1.528  3.078

Here are the Mulliken charges for atoms 1 to 2, given in e: number 1, Y, carries 1.5190; number 2, O, carries -0.2147

=====

2.
The following is a DFT calculation (ωB97M-V/def2-TZVPD) of a molecular structure, C34H32N4O4P2RhSSe.

Output
Energy relative to the best compared isomer or geometry (same formula, charge and spin) = 0.771 eV
E = -5427.367581 Ha
Expectation value of S² = 6.085
Multiplicity = 5
Total charge = +1

Cartesian coordinates (Å):
Rh  0.395  -0.603  -0.935
C  5.488  -0.888  -1.817
N  4.801  -1.265  -0.591
C  5.314  -2.066  0.408
C  4.360  -2.207  1.338
N  3.246  -1.476  0.912
C  3.535  -0.912  -0.301
S  2.637  0.078  -1.337
C  2.048  -1.440  1.689
C  2.220  -1.509  3.101
C  1.085  -1.592  3.916
C  -0.146  -1.647  3.347
C  -0.324  -1.572  1.875
N  0.901  -1.367  1.106
H  6.483  -1.322  -1.796
H  5.560  0.196  -1.886
H  4.935  -1.263  -2.677
H  6.305  -2.480  0.354
H  4.350  -2.798  2.233
H  3.205  -1.419  3.530
H  1.201  -1.611  4.991
H  -1.042  -1.732  3.949
H  -0.980  -0.714  1.667
C  -2.490  2.635  0.022
N  -1.586  1.634  0.502
P  -1.724  -1.427  -1.087
C  -3.164  -0.417  -1.479
C  -3.275  0.048  -2.790
C  -4.341  0.855  -3.150
C  -5.304  1.195  -2.207
C  -5.195  0.737  -0.903
C  -4.121  -0.061  -0.533
C  -2.148  -2.478  0.299
C  -3.375  -3.084  0.352
C  -3.696  -4.023  1.339
C  -2.728  -4.376  2.310
C  -1.491  -3.831  2.296
C  -1.047  -2.848  1.260
P  -0.051  1.470  -0.180
C  0.211  2.708  -1.464
C  0.348  4.065  -1.168
C  0.476  4.986  -2.193
C  0.469  4.560  -3.516
C  0.336  3.212  -3.817
C  0.206  2.287  -2.792
C  0.974  1.961  1.241
C  0.513  1.760  2.541
C  1.331  2.051  3.623
C  2.611  2.543  3.416
C  3.071  2.754  2.123
C  2.258  2.467  1.038
H  -2.669  2.549  -1.058
H  -2.051  3.630  0.173
H  -3.434  2.578  0.556
H  -2.541  -0.246  -3.533
H  -4.430  1.206  -4.169
H  -6.144  1.814  -2.494
H  -5.946  1.000  -0.170
H  -4.033  -0.404  0.488
H  -4.121  -2.837  -0.395
H  -4.673  -4.483  1.351
H  -2.980  -5.110  3.065
H  -0.754  -4.146  3.025
H  -0.251  -3.339  0.675
H  0.366  4.399  -0.137
H  0.585  6.038  -1.963
H  0.573  5.283  -4.315
H  0.340  2.878  -4.846
H  0.112  1.230  -3.033
H  -0.490  1.390  2.707
H  0.961  1.902  4.630
H  3.245  2.779  4.261
H  4.062  3.156  1.957
H  2.621  2.639  0.033
O  -1.703  -2.381  -2.401
Se  -0.077  -2.791  -3.110
O  -0.167  -4.325  -3.498
O  0.827  -2.529  -1.744
O  0.130  -1.653  -4.211

Here are the Mulliken charges for atoms 1 to 2, given in e: number 1, Rh, carries 1.0759; number 2, C, carries -0.8654

=====

3.
The following is a DFT calculation (ωB97M-V/def2-TZVPD) of a molecular structure, C34H33AsF5N4OS4V at a distorted geometry.

Output
Energy relative to the best compared isomer or geometry (same formula, charge and spin) = 0.649 eV
E = -6881.607767 Ha
Expectation value of S² = 0.796
Multiplicity = 2
Total charge = -1

Cartesian coordinates (Å):
V  -0.058  -1.254  -0.467
S  0.532  0.589  0.723
C  2.259  0.649  0.546
C  2.898  1.870  0.940
N  3.366  2.880  1.239
C  2.955  -0.401  0.023
S  2.171  -1.840  -0.522
C  4.383  -0.331  -0.122
N  5.527  -0.274  -0.238
S  -2.404  -0.244  -1.122
C  -1.582  1.100  -1.745
N  -2.122  2.350  -1.722
C  -1.294  3.491  -2.093
C  0.144  3.210  -1.715
N  0.556  2.006  -2.407
C  1.915  1.949  -2.921
C  2.049  2.786  -4.172
C  1.405  2.379  -5.340
C  1.490  3.141  -6.494
C  2.218  4.328  -6.495
C  2.853  4.744  -5.336
C  2.765  3.976  -4.178
C  -0.266  0.908  -2.278
S  0.266  -0.656  -2.713
C  -3.392  2.646  -1.069
C  -3.201  3.433  0.210
C  -3.824  4.659  0.403
C  -3.607  5.387  1.568
C  -2.749  4.896  2.542
C  -2.113  3.674  2.349
C  -2.341  2.946  1.192
H  -1.656  4.370  -1.560
H  -1.360  3.678  -3.170
H  0.216  3.073  -0.630
H  0.788  4.033  -2.020
H  2.134  0.908  -3.141
H  2.614  2.290  -2.151
H  0.840  1.452  -5.335
H  0.988  2.812  -7.396
H  2.295  4.918  -7.399
H  3.414  5.671  -5.327
H  3.268  4.300  -3.273
H  -3.873  1.695  -0.861
H  -4.023  3.208  -1.762
H  -4.491  5.046  -0.361
H  -4.093  6.345  1.703
H  -2.574  5.463  3.447
H  -1.428  3.291  3.096
H  -1.849  1.991  1.046
F  -4.859  -5.875  -0.626
C  -3.953  -4.947  -0.284
C  -4.110  -4.213  0.876
F  -5.180  -4.430  1.651
C  -3.174  -3.263  1.244
F  -3.356  -2.574  2.376
C  -2.054  -3.003  0.455
O  -1.144  -2.107  0.754
C  -1.945  -3.753  -0.714
F  -0.868  -3.484  -1.488
C  -2.852  -4.718  -1.087
F  -2.680  -5.432  -2.204
C  1.056  -6.262  2.736
C  0.728  -4.962  3.465
As  1.228  -3.383  2.375
C  3.191  -3.541  2.543
C  3.781  -3.811  3.923
C  0.982  -2.026  3.788
C  -0.466  -1.573  3.957
H  0.637  -7.132  3.248
H  2.136  -6.409  2.655
H  0.654  -6.246  1.720
H  1.203  -4.932  4.448
H  -0.351  -4.896  3.628
H  3.601  -2.613  2.139
H  3.491  -4.328  1.847
H  3.621  -2.969  4.598
H  4.860  -3.973  3.851
H  3.348  -4.702  4.384
H  1.612  -1.175  3.518
H  1.362  -2.437  4.726
H  -0.847  -1.132  3.037
H  -0.546  -0.826  4.751
H  -1.117  -2.411  4.220

Here are the Mulliken charges for atoms 1 to 2, given in e: number 1, V, carries 0.7673; number 2, S, carries -0.2055